74
Properties=species:S:1:pos:R:3:forces:R:3 method="wB97M-V/def2-TZVPD" total_charge=+1 smiles="[H]/N=C/C[N@+]1(CCCC(F)(F)C(F)(F)F)[C@@H](P(O)Cl)[C@H](N=C=S)N[C@@](ON=O)(B(O)CC)[C@@]1(OCCOCC)[C@H](C)F" fmax_ev_per_a=1.2 gap_ev=8.85
H 0.580563 -3.684388 -1.936860 -0.033 -0.038 0.012
N 0.282446 -3.081331 -1.169695 -0.010 -0.231 -0.057
C -0.306514 -2.061250 -1.611141 -0.063 0.171 -0.188
C -0.969398 -1.131435 -0.624015 0.025 -0.140 -0.209
N -0.563728 0.341540 -0.530760 -0.333 0.065 -0.523
C -1.246419 0.848196 0.739531 -0.251 0.258 0.316
C -2.556143 0.204505 1.222428 -0.004 -0.210 0.240
C -3.272038 1.193526 2.162797 0.134 -0.336 -0.217
C -4.777843 1.033726 2.142024 0.018 0.033 0.298
F -5.324358 2.085072 2.786872 -0.067 0.108 0.142
F -5.246685 1.063421 0.873624 -0.040 0.011 -0.142
C -5.312580 -0.276446 2.828188 -0.127 -0.246 -0.056
F -4.310649 -0.887644 3.499999 -0.288 0.121 -0.124
F -5.765522 -1.134760 1.903599 0.184 0.188 0.323
F -6.290547 -0.014482 3.691295 0.278 -0.116 -0.278
C -1.059986 1.009490 -1.824150 0.141 0.197 -0.139
P -2.907485 1.482060 -1.717535 0.107 0.066 0.256
O -2.666461 3.097991 -1.641894 -0.036 -0.126 -0.229
Cl -3.464699 1.147050 -3.652871 0.049 -0.024 -0.126
C -0.163744 2.137289 -2.374253 0.019 -0.143 -0.125
N -0.557033 2.238763 -3.788089 0.226 -0.299 0.512
C -0.678016 3.292271 -4.353583 -0.242 0.479 -0.447
S -0.891188 4.625298 -5.124388 0.019 0.052 -0.084
N 1.264536 1.892649 -2.303115 -0.395 -0.095 0.661
C 1.724503 0.666133 -1.675171 0.175 -0.137 -1.201
O 1.315170 -0.401078 -2.544879 -0.200 0.120 0.046
N 1.960298 -0.152921 -3.842510 0.083 0.011 0.061
O 1.373881 -0.667637 -4.683996 0.048 -0.111 0.000
B 3.376692 0.723727 -1.756155 0.201 0.331 0.206
O 3.856748 2.008090 -1.886317 -0.719 0.024 0.937
C 4.404818 -0.462976 -1.704905 0.076 -0.263 0.017
C 4.151559 -1.759835 -2.494216 -0.031 -0.046 -0.047
C 1.001804 0.521098 -0.318535 0.292 -0.040 0.956
O 1.261667 -0.483669 0.575431 -0.084 -0.106 -0.185
C 2.242283 -1.506432 0.506715 0.231 -0.224 0.090
C 1.788261 -2.655783 1.431660 0.133 -0.151 0.132
O 0.667660 -2.253040 2.183834 0.108 0.258 0.117
C 0.479011 -3.006507 3.375799 -0.265 -0.083 -0.051
C -0.518672 -2.273247 4.260040 0.003 -0.105 0.084
C 1.393297 1.839822 0.478355 0.349 0.179 -0.145
C 1.697857 1.722252 1.957543 -0.063 0.227 0.004
F 0.528119 2.909774 0.247256 -0.197 -0.108 0.015
H -0.465652 -1.872677 -2.671883 -0.127 -0.055 0.067
H -0.905242 -1.572894 0.364823 0.146 0.032 0.023
H -2.007857 -1.094521 -0.959837 -0.107 0.086 0.297
H -1.371441 1.921745 0.638686 -0.001 0.010 -0.256
H -0.536852 0.686258 1.541069 0.135 -0.072 -0.101
H -2.322905 -0.689695 1.800574 0.011 -0.069 -0.104
H -3.235574 -0.102509 0.435226 0.048 0.167 -0.131
H -3.079334 2.231057 1.884805 -0.060 0.003 -0.012
H -2.932568 1.031727 3.184348 0.010 0.253 0.044
H -1.032451 0.238267 -2.590648 0.031 -0.087 0.104
H -3.476881 3.597014 -1.816616 0.028 0.037 0.142
H -0.384342 3.084701 -1.892813 -0.069 -0.010 0.088
H 1.743501 2.693593 -1.918136 0.168 0.053 -0.279
H 4.569693 2.219093 -1.273227 0.548 -0.072 -0.594
H 5.363264 -0.055946 -2.039763 -0.020 0.053 0.004
H 4.581824 -0.735683 -0.656918 -0.077 0.111 0.009
H 3.150617 -2.167029 -2.351432 0.019 0.015 0.029
H 4.282848 -1.594034 -3.563638 -0.015 0.026 0.004
H 4.861725 -2.531688 -2.199991 0.031 0.026 -0.008
H 3.190233 -1.105469 0.874838 -0.059 0.073 -0.014
H 2.382684 -1.873178 -0.508342 -0.094 0.100 0.040
H 2.612922 -2.902473 2.109962 0.032 0.031 -0.023
H 1.561194 -3.545826 0.841195 -0.054 0.075 0.024
H 0.093781 -3.999130 3.118471 0.112 -0.029 -0.027
H 1.437822 -3.129267 3.889706 -0.004 -0.056 -0.032
H -1.148107 -1.624183 3.649292 -0.010 -0.029 -0.005
H -0.025919 -1.671739 5.022642 0.003 0.107 -0.090
H -1.171100 -2.980149 4.771434 0.006 0.020 0.024
H 2.334104 2.161054 0.027693 0.003 -0.073 -0.089
H 1.929205 2.733362 2.296846 -0.013 -0.002 0.003
H 0.900921 1.333437 2.583339 0.018 -0.119 -0.029
H 2.598450 1.127904 2.100342 -0.085 -0.125 0.040

***

19
Properties=species:S:1:pos:R:3:forces:R:3 method="wB97M-V/def2-TZVPD" total_charge=0 smiles="C/C(N)=C/N.O.O" fmax_ev_per_a=3.1 relative_energy_ev=2.1620 gap_ev=8.34
C 0.060206 -0.440545 -0.664432 -0.985 -2.376 1.791
C 1.332534 -0.086218 -1.320038 0.256 0.082 0.309
N 2.131971 -1.126540 -1.819713 -0.813 0.232 -0.980
C 1.737794 1.186489 -1.384369 -0.991 0.367 -0.183
N 2.548721 1.680356 -2.448902 1.198 -1.191 1.120
H -0.840682 -0.563224 -1.269588 0.325 0.757 -0.828
H -0.285329 0.077698 0.228149 0.493 0.779 -0.152
H 0.074270 -1.476997 -0.286602 0.553 -0.006 0.112
H 2.545145 -0.784798 -2.674983 0.656 -0.077 -0.134
H 1.650372 -1.990136 -2.018912 -0.282 -0.024 0.014
H 1.471900 1.811746 -0.534975 -0.657 0.473 -0.480
H 3.403856 1.997698 -2.015929 0.293 0.606 -0.727
H 2.102548 2.362247 -3.032537 -0.059 0.371 0.140
O -1.131659 0.540858 6.602468 0.300 -0.059 0.189
H -1.807891 0.822188 5.982278 -0.190 -0.142 0.135
H -1.541639 -0.029162 7.265193 -0.111 0.200 -0.323
O -4.326444 -1.698617 -0.194669 -0.162 0.341 -0.024
H -5.177062 -1.408344 -0.544602 0.017 -0.218 -0.035
H -3.948612 -0.874700 0.132165 0.157 -0.115 0.056